[1]
{"formula": "C26H20N2O4Re", "method": "ωB97M-V with the def2-TZVPD basis set", "homo_energy_ev": [-7.73, -7.30], "molar_mass_g_mol": 610.7, "largest_force_ev_per_a": 3.1, "spin_multiplicity": 2, "relative_energy_ev": 1.602, "species": ["Re", "C", "C", "C", "C", "C", "H", "H", "H", "H", "H", "C", "C", "N", "C", "C", "N", "C", "O", "O", "C", "O", "O", "H", "H", "H", "H", "H", "C", "C", "C", "C", "C", "C", "C", "C", "C", "C", "C", "C", "C", "C", "C", "H", "H", "H", "H", "H", "H", "H", "H", "H", "H"], "xyz": [[1.106762, -1.925434, 0.982483], [2.784192, -2.409706, -0.444800], [2.979875, -1.563754, -1.590707], [3.627063, -0.402764, -1.200003], [3.897336, -0.467649, 0.159702], [3.402278, -1.696428, 0.672460], [2.801178, -3.492650, -0.530800], [2.656833, -1.789012, -2.590242], [3.871463, 0.423052, -1.840603], [4.393657, 0.290005, 0.737567], [3.800251, -2.168567, 1.568288], [-1.269016, 0.466305, 2.868691], [-1.107553, -0.963195, 3.217202], [-0.344759, -1.835424, 2.574317], [-0.457178, -3.035932, 3.224387], [-1.317056, -2.890627, 4.286456], [-1.705403, -1.573027, 4.257234], [-1.802288, -3.830139, 5.333748], [-1.366372, -5.060894, 5.245992], [-2.551788, -3.427515, 6.192593], [0.387509, -4.170331, 2.707719], [0.262946, -5.282228, 3.228612], [1.173904, -3.839914, 1.785923], [-0.533370, 0.729427, 2.110126], [-1.126795, 1.082803, 3.753558], [-2.263422, 0.656711, 2.466457], [-2.341530, -1.163718, 4.927337], [-0.731015, -5.237973, 4.465021], [0.534907, -0.335842, 0.018208], [0.007535, 0.539651, -0.705445], [-0.441979, 1.465248, -1.576957], [-1.814380, 1.441043, -2.038927], [-2.440551, 2.594539, -2.522399], [-3.762290, 2.546668, -2.921716], [-4.468402, 1.355154, -2.861531], [-3.851731, 0.203099, -2.395684], [-2.540993, 0.245062, -1.971076], [0.535301, 2.434444, -2.062293], [0.628816, 2.725786, -3.423016], [1.628715, 3.563072, -3.880383], [2.521259, 4.135343, -2.987292], [2.423456, 3.860086, -1.631524], [1.446757, 3.000813, -1.169545], [-1.897598, 3.528712, -2.555022], [-4.245806, 3.443502, -3.281634], [-5.501063, 1.325545, -3.177615], [-4.397877, -0.729832, -2.366255], [-2.041096, -0.637209, -1.594472], [-0.052085, 2.255362, -4.118731], [1.718725, 3.764110, -4.938630], [3.299172, 4.789096, -3.351740], [3.116268, 4.308831, -0.934796], [1.367240, 2.756296, -0.120242]], "forces_ev_per_angstrom": [[0.2, 2.6, -1.4], [0.9, -0.1, 0.0], [-0.6, -0.5, 0.9], [0.3, 0.3, -0.1], [-0.6, -0.2, 0.0], [-0.7, -0.7, 0.1], [-0.1, 0.1, 0.0], [-0.2, -0.1, -0.2], [0.0, 0.2, -0.1], [0.1, 0.2, 0.1], [-0.1, 0.1, -0.2], [0.0, 0.0, -0.1], [-0.1, 0.3, -0.1], [0.3, 0.0, -0.1], [-0.3, -0.3, 0.5], [0.5, -0.4, -0.5], [0.1, -0.1, -0.2], [0.0, 0.2, -0.1], [0.2, -0.3, -0.1], [0.0, 0.0, -0.1], [-1.3, -0.4, 1.8], [0.2, 0.2, -0.3], [0.9, -0.1, -1.1], [0.0, 0.0, 0.1], [0.0, 0.1, 0.0], [-0.1, 0.0, 0.0], [0.0, -0.1, 0.0], [-0.3, 0.3, 0.2], [1.0, -2.4, 1.6], [-0.8, 1.6, -1.3], [0.7, -1.0, 1.0], [-0.7, 0.0, -0.2], [0.1, -0.2, 0.1], [-0.1, 0.0, 0.0], [-0.1, 0.1, -0.1], [-0.1, -0.1, 0.0], [0.2, 0.2, -0.1], [0.3, 0.4, -0.1], [0.0, 0.0, 0.1], [0.0, 0.1, -0.1], [0.1, 0.0, 0.0], [0.1, 0.0, 0.0], [-0.2, 0.0, -0.2], [0.1, 0.0, 0.0], [0.0, 0.1, 0.0], [-0.1, 0.0, 0.0], [0.0, 0.0, 0.0], [0.0, -0.1, 0.0], [-0.1, 0.0, 0.0], [0.0, 0.0, -0.1], [0.1, 0.1, 0.0], [0.1, 0.0, 0.0], [0.0, 0.0, 0.1]], "lowdin_spin": [1.044, 0.006, -0.033, -0.005, -0.025, 0.003, 0.002, -0.002, 0.001, -0.001, 0.003, -0.002, 0.000, 0.002, 0.002, -0.001, 0.001, 0.000, 0.000, 0.000, 0.008, 0.009, 0.038, -0.001, 0.000, 0.000, 0.000, 0.000, -0.059, 0.116, -0.044, 0.001, -0.012, 0.000, -0.014, -0.001, -0.009, 0.001, -0.008, 0.000, -0.009, 0.000, -0.008, 0.000, 0.000, -0.001, 0.000, 0.001, 0.000, 0.000, -0.001, 0.000, 0.000]}

***

[2]
{"formula": "C26H21AuN5STe", "method": "ωB97M-V with the def2-TZVPD basis set", "homo_energy_ev": [-10.86, -11.12], "molar_mass_g_mol": 760.1, "largest_force_ev_per_a": 2.2, "spin_multiplicity": 3, "total_charge": 1, "relative_energy_ev": 0.804, "species": ["Au", "S", "C", "N", "N", "C", "C", "C", "C", "C", "C", "N", "N", "C", "C", "C", "C", "C", "C", "H", "H", "H", "H", "H", "H", "H", "H", "H", "H", "H", "Te", "C", "C", "C", "C", "C", "C", "C", "C", "C", "C", "C", "C", "H", "H", "H", "H", "H", "H", "H", "H", "H", "H", "N", "C"], "xyz": [[3.441192, -0.391697, -3.115842], [3.310755, 1.515291, -1.396772], [2.328486, 0.507370, -0.380808], [1.631327, 1.012706, 0.638605], [1.607304, 2.297318, 0.824661], [1.015105, 2.863029, 1.934809], [1.062810, 4.249880, 2.101602], [0.470198, 4.820222, 3.210851], [-0.168972, 4.020536, 4.150557], [-0.219708, 2.643849, 3.979990], [0.368309, 2.057051, 2.877569], [2.271286, -0.819452, -0.436550], [2.806911, -1.489255, -1.399904], [2.964405, -2.839659, -1.190403], [3.091785, -3.697983, -2.291551], [3.228377, -5.056215, -2.091263], [3.304658, -5.571184, -0.800878], [3.232068, -4.718340, 0.295417], [3.041318, -3.366461, 0.110699], [2.030010, 2.910030, 0.115212], [1.568027, 4.863767, 1.369575], [0.501122, 5.891222, 3.347839], [-0.619139, 4.469294, 5.022953], [-0.712497, 2.025930, 4.715698], [0.351996, 0.986222, 2.736263], [3.065717, -3.290328, -3.292587], [3.278440, -5.716464, -2.943472], [3.426621, -6.632922, -0.652586], [3.335843, -5.112808, 1.294681], [2.991195, -2.687593, 0.948885], [-0.489396, -0.485562, 0.023363], [-2.402469, -1.179100, 0.753732], [-2.979759, -0.771820, 1.941849], [-4.164938, -1.357830, 2.358113], [-4.761420, -2.346162, 1.593007], [-4.184797, -2.738663, 0.397405], [-3.000002, -2.160727, -0.023001], [-1.432446, 1.008848, -1.191606], [-1.552666, 2.310743, -0.733476], [-2.188746, 3.260077, -1.516986], [-2.707847, 2.907730, -2.751972], [-2.599683, 1.601961, -3.200357], [-1.956949, 0.651171, -2.424405], [-2.509480, -0.005223, 2.541449], [-4.615238, -1.045637, 3.287049], [-5.670189, -2.819252, 1.934158], [-4.647274, -3.502980, -0.207259], [-2.543225, -2.476375, -0.952554], [-1.163305, 2.582865, 0.237149], [-2.283836, 4.274114, -1.159005], [-3.195890, 3.649793, -3.365127], [-3.016990, 1.321976, -4.156140], [-1.871723, -0.367051, -2.776707], [4.043820, 1.299799, -5.606659], [3.889500, 0.643947, -4.685270]], "forces_ev_per_angstrom": [[-0.3, -0.1, 1.2], [0.0, -0.4, -0.7], [0.9, 1.2, -0.7], [-0.1, 0.0, 0.7], [0.7, -0.1, -1.2], [-0.6, 0.2, 1.0], [0.0, -0.3, -0.2], [-0.1, -0.1, 0.1], [0.0, 0.0, 0.1], [0.0, 0.2, 0.1], [0.1, 0.0, -0.3], [0.3, -1.8, 0.2], [0.0, 2.2, -0.1], [0.0, -1.4, 0.3], [0.0, 0.3, 0.2], [0.0, -0.1, 0.1], [-0.1, 0.1, -0.1], [0.0, -0.1, -0.1], [0.0, 0.3, -0.2], [-0.2, -0.2, 0.2], [0.0, 0.1, -0.1], [0.0, 0.0, 0.0], [0.0, 0.0, 0.0], [0.0, 0.0, 0.1], [0.1, 0.0, 0.1], [0.0, 0.0, -0.1], [0.1, 0.0, 0.0], [0.0, -0.1, 0.0], [0.0, 0.0, 0.1], [0.0, 0.0, 0.1], [-2.1, -0.3, -0.4], [0.5, 0.1, 0.0], [0.2, 0.2, 0.1], [0.0, 0.0, 0.0], [0.0, 0.0, 0.0], [-0.1, -0.1, 0.0], [0.2, 0.0, -0.2], [0.3, 0.0, 0.2], [0.2, 0.0, 0.3], [0.0, 0.0, 0.0], [0.0, 0.0, 0.0], [0.0, 0.0, 0.0], [0.1, -0.3, 0.0], [0.0, 0.1, 0.1], [-0.1, 0.0, 0.1], [-0.1, 0.0, 0.0], [-0.1, -0.1, -0.1], [0.0, -0.1, -0.1], [0.0, 0.1, 0.1], [0.0, 0.1, 0.0], [-0.1, 0.1, 0.0], [0.0, 0.0, -0.1], [0.0, -0.1, -0.1], [0.3, 0.8, -1.1], [-0.1, -0.4, 0.5]], "lowdin_spin": [0.413, 0.446, 0.119, -0.019, -0.125, 0.006, -0.026, 0.006, -0.029, 0.003, -0.015, -0.045, 0.238, 0.015, 0.060, -0.005, 0.063, -0.004, 0.049, 0.012, -0.001, 0.001, -0.002, 0.001, 0.004, 0.013, -0.001, 0.003, -0.001, 0.002, 0.533, 0.069, 0.005, -0.001, 0.000, 0.006, 0.026, 0.033, 0.007, 0.000, 0.000, 0.001, 0.012, 0.001, 0.000, 0.000, 0.001, 0.008, 0.002, 0.000, 0.000, 0.000, 0.004, 0.033, 0.079]}

***

[3]
{"formula": "C26H21Br2N7ReSbSe4", "method": "ωB97M-V with the def2-TZVPD basis set", "homo_energy_ev": [-9.14, -9.03], "molar_mass_g_mol": 1215.1, "largest_force_ev_per_a": 0.9, "spin_multiplicity": 4, "total_charge": 1, "relative_energy_ev": 0.399, "species": ["Re", "C", "N", "C", "C", "N", "C", "C", "C", "C", "C", "C", "N", "C", "N", "C", "C", "C", "C", "C", "C", "N", "H", "H", "H", "H", "H", "H", "H", "H", "H", "H", "H", "H", "H", "H", "H", "Se", "Sb", "Se", "Se", "Se", "Br", "C", "C", "C", "N", "C", "C", "C", "C", "C", "Br", "C", "C", "N", "H", "H", "H", "H", "H", "H"], "xyz": [[0.665178, 0.965179, -0.798444], [0.482275, 2.832343, 1.693457], [-0.458264, 1.966783, 0.954239], [-1.214411, 1.008543, 1.774846], [-0.804785, -0.395998, 1.457539], [0.018969, -0.689308, 0.479665], [0.102350, -2.081416, 0.424186], [0.844311, -2.899040, -0.419789], [0.721132, -4.259136, -0.228709], [-0.108955, -4.785583, 0.778748], [-0.833402, -3.973600, 1.628800], [-0.707236, -2.604917, 1.425408], [-1.266687, -1.504152, 2.072531], [1.815409, 2.169078, 1.716312], [2.127626, 1.301651, 0.779903], [3.376616, 0.761620, 1.146310], [4.157463, -0.261783, 0.610361], [5.343669, -0.557926, 1.246783], [5.762611, 0.128559, 2.398028], [4.988430, 1.120873, 2.958539], [3.791736, 1.405306, 2.312252], [2.770224, 2.292417, 2.648789], [0.132097, 3.043519, 2.706574], [0.543042, 3.781168, 1.153564], [-1.080935, 2.567163, 0.420146], [-2.281598, 1.130303, 1.570575], [-1.071964, 1.210596, 2.839056], [1.492652, -2.468750, -1.174925], [1.277080, -4.937698, -0.860722], [-0.179243, -5.858340, 0.895350], [-1.459746, -4.389364, 2.406166], [-1.917010, -1.529982, 2.838956], [3.850945, -0.802983, -0.270037], [5.970162, -1.342913, 0.845952], [6.704817, -0.132452, 2.860007], [5.291086, 1.644023, 3.855256], [2.744973, 2.904012, 3.446604], [-0.090687, 2.788579, -3.642200], [1.967823, 1.581188, -4.702796], [2.454567, 0.331140, -2.233653], [0.901400, 3.349271, -1.624510], [0.687588, 0.036368, -6.006499], [-3.575604, -3.401952, -4.059829], [-2.473150, -2.091123, -3.307536], [-1.139436, -2.006516, -3.604503], [-0.393042, -1.013660, -2.980054], [-0.863245, -0.117642, -2.108103], [-2.209740, -0.173783, -1.885199], [-3.012624, -1.138578, -2.446106], [-2.904313, 0.872236, -1.091130], [-4.038019, 0.569237, -0.334702], [-4.725488, 1.611420, 0.258889], [-6.226158, 1.253410, 1.314350], [-4.301217, 2.921886, 0.074810], [-3.152559, 3.113269, -0.677689], [-2.457228, 2.116290, -1.224183], [-0.649113, -2.665054, -4.305457], [0.660662, -0.984118, -3.186149], [-4.079495, -1.129078, -2.277438], [-4.370403, -0.449631, -0.189164], [-4.840634, 3.758295, 0.494371], [-2.760509, 4.110755, -0.847788]], "forces_ev_per_angstrom": [[0.9, -0.1, -0.3], [0.0, 0.2, 0.0], [0.0, 0.1, -0.1], [-0.1, 0.0, 0.2], [-0.1, 0.0, 0.0], [0.1, 0.2, -0.1], [0.1, 0.2, 0.0], [0.1, 0.0, 0.0], [-0.1, 0.0, 0.1], [0.0, 0.0, -0.1], [0.0, 0.0, 0.0], [-0.1, -0.1, 0.1], [0.1, 0.0, -0.1], [-0.3, -0.1, -0.1], [-0.2, -0.1, -0.1], [-0.1, 0.1, 0.0], [-0.1, 0.0, 0.0], [0.0, 0.0, 0.1], [0.0, 0.0, 0.0], [0.0, 0.0, 0.0], [0.0, 0.1, 0.1], [0.0, -0.1, -0.1], [0.0, 0.0, 0.0], [0.0, 0.0, 0.0], [-0.1, -0.1, 0.1], [0.0, 0.0, 0.0], [0.0, 0.0, 0.0], [0.0, 0.0, 0.0], [0.0, 0.0, 0.0], [0.0, 0.0, 0.0], [0.0, 0.0, 0.0], [0.0, 0.0, 0.0], [0.0, 0.0, 0.0], [0.0, 0.0, 0.0], [0.0, 0.0, 0.0], [0.0, 0.0, 0.0], [0.0, 0.0, 0.0], [0.0, -0.1, -0.3], [-0.2, 0.0, -0.2], [-0.1, -0.2, 0.1], [0.0, -0.1, 0.4], [0.2, 0.1, 0.2], [0.0, 0.0, 0.0], [0.0, 0.1, 0.1], [0.0, 0.1, 0.1], [0.2, -0.2, -0.1], [-0.4, 0.1, 0.2], [0.2, 0.1, 0.1], [-0.1, -0.2, -0.2], [0.0, 0.2, 0.1], [0.1, -0.1, 0.1], [0.1, 0.2, -0.1], [-0.2, -0.1, 0.1], [0.1, -0.1, -0.1], [0.0, -0.1, 0.1], [0.1, 0.1, -0.1], [0.0, 0.0, 0.0], [0.1, 0.1, 0.0], [0.0, 0.0, 0.0], [0.0, 0.0, 0.0], [0.0, 0.0, 0.0], [0.0, 0.0, 0.0]], "lowdin_spin": [2.124, 0.003, 0.016, 0.006, 0.015, 0.027, 0.008, 0.000, 0.001, 0.000, 0.001, 0.002, 0.008, 0.015, -0.001, 0.002, 0.004, 0.002, 0.000, 0.002, 0.000, 0.009, 0.000, 0.001, 0.004, 0.000, 0.000, 0.001, 0.000, 0.000, 0.000, 0.000, 0.003, 0.000, 0.000, 0.000, 0.000, 0.094, 0.056, 0.337, 0.045, 0.147, 0.002, 0.004, 0.001, 0.015, 0.012, 0.005, 0.000, 0.003, 0.001, 0.000, 0.000, 0.002, 0.001, 0.009, 0.001, 0.011, 0.000, 0.000, 0.000, 0.000]}